Entry 1:
C14H29N5OS5W | ωB97M-V with the def2-TZVPD basis set

XYZ file:
```
55
Properties=species:S:1:pos:R:3:forces:R:3
W -1.11182 0.19862 0.80703 0.3 -0.2 -0.3
C 4.53504 -1.23732 -0.68167 0.0 -0.1 0.1
C 4.73466 0.22703 -0.31447 0.1 0.0 -0.2
S 3.39748 1.02930 0.62131 0.0 0.1 -0.1
C 3.06975 -0.16611 1.91209 0.0 -0.3 0.3
C 1.87185 -1.11616 1.69205 0.0 -0.1 0.1
S 0.97116 -0.80637 0.11610 -0.5 0.4 0.1
C 0.81940 -2.49553 -0.56188 0.1 0.0 -0.1
C 2.23659 -2.90362 -1.01804 -0.2 -0.1 0.1
S 3.09708 -1.50538 -1.76746 0.1 0.1 -0.2
H 4.42891 -1.87006 0.20048 0.0 0.0 0.0
H 5.42717 -1.58738 -1.20211 0.0 0.0 -0.1
H 4.84091 0.84253 -1.20981 0.0 0.0 0.0
H 5.66943 0.32012 0.24044 -0.1 0.0 0.1
H 2.90380 0.36893 2.84628 0.0 0.1 -0.1
H 3.95905 -0.77578 2.07220 0.0 0.1 0.0
H 1.16539 -1.04818 2.51871 -0.1 0.0 0.0
H 2.15222 -2.16848 1.63016 0.1 0.1 -0.1
H 0.14385 -2.40284 -1.41410 0.0 0.0 0.0
H 0.41074 -3.17736 0.18282 0.0 0.0 0.0
H 2.12540 -3.71523 -1.73907 0.1 0.0 0.0
H 2.81826 -3.30269 -0.18854 0.0 0.0 0.0
C -1.73040 1.53952 4.12289 0.1 -0.1 -0.2
N -0.77040 2.54368 3.66466 0.0 0.1 0.0
C 0.07716 2.42132 2.66864 0.2 -0.3 -0.5
N 1.01542 3.30064 2.38762 -0.1 0.1 0.2
O 0.05110 1.36264 1.84999 -0.3 0.0 0.6
H -2.63973 2.03074 4.45893 0.0 0.0 0.0
H -1.31294 0.92971 4.92315 0.0 0.1 0.0
H -1.97704 0.88396 3.28143 -0.1 0.0 0.1
H -0.67798 3.37683 4.23683 0.0 -0.1 0.1
H 1.17297 4.11578 2.96709 0.1 0.0 0.0
H 1.66742 3.11375 1.63765 0.0 0.0 0.0
C -2.69367 -0.16734 -4.38638 0.1 0.0 0.3
N -2.55051 0.28386 -2.97144 -0.1 0.0 0.0
C -1.83370 1.27435 -2.49421 0.2 0.3 0.0
S -1.98755 1.64957 -0.71979 0.0 -0.1 -0.3
N -1.08032 2.12576 -3.14430 0.0 -0.1 -0.1
C -0.89993 2.31653 -4.61607 0.0 0.0 0.3
H -3.14519 -1.15388 -4.34658 0.0 0.0 -0.1
H -1.71280 -0.25145 -4.84136 0.0 0.0 -0.1
H -3.34155 0.51306 -4.93097 0.0 0.0 -0.1
H -3.21190 -0.11513 -2.32120 0.0 0.0 0.0
H -0.58650 2.79555 -2.57130 0.0 0.0 0.0
H -1.86740 2.35910 -5.10431 0.0 0.0 -0.1
H -0.26772 1.53182 -5.01967 0.0 0.0 -0.1
H -0.40551 3.27651 -4.72960 0.0 0.0 -0.1
S -3.96162 -3.36199 1.32030 -0.3 -0.2 0.0
C -4.67189 -1.88026 1.79735 0.0 0.1 0.1
C -3.80493 -0.86441 1.62048 0.1 0.0 -0.1
N -2.56330 -1.26214 1.09754 -0.1 0.0 0.3
C -2.55777 -2.59709 0.90084 0.3 0.2 0.0
H -5.68168 -1.83961 2.18018 0.0 0.0 0.0
H -4.00606 0.17875 1.82775 0.0 0.0 0.0
H -1.71043 -3.13822 0.51136 0.0 0.1 0.0
```
Forces are in eV/Å.

* relative energy (zero: lowest compared OMol25 entry of this formula, charge and spin): 310.9 kJ/mol
* frontier orbital gap (alpha / beta): 5.375 / 4.874 eV
* total charge: +4
* E_tot: -2956.3958 a.u.
* spin multiplicity: 3
* highest occupied orbital energy (alpha / beta): -19.175 / -19.031 eV

=====

Entry 2:
C14H29O4PSZr | ωB97M-V with the def2-TZVPD basis set

XYZ file:
```
50
Properties=species:S:1:pos:R:3:forces:R:3
Zr -0.32779 0.41740 0.04026 -1.4 2.3 3.0
C -2.17281 -0.75857 -0.47713 -6.5 -6.6 -0.7
O -2.97319 -1.61545 -0.56493 4.7 5.6 0.6
C -0.48757 2.69224 -0.27678 -0.1 7.8 -0.5
O -0.52707 3.84878 -0.34292 0.2 -5.9 0.4
C 1.86501 0.11554 -0.27977 9.0 -1.3 -0.5
O 3.02885 -0.06574 -0.35508 -7.4 1.3 0.6
C -1.73671 0.50104 -3.31999 -0.7 0.2 0.5
P -0.08540 0.09095 -2.57299 0.5 -1.1 -2.5
H 0.54483 -1.47041 -4.22691 -0.1 0.1 0.3
H -2.40224 -0.26460 -2.89468 0.0 0.1 -0.3
C 1.11605 1.12018 -3.56815 0.8 0.5 0.6
H 0.63195 1.17501 -4.55136 -0.1 -0.2 0.2
C -1.71317 0.35388 -4.85600 0.3 0.0 -0.2
H -1.18843 -0.55167 -5.20477 -0.3 0.4 0.1
H -1.26027 1.24226 -5.32914 -0.2 -0.4 0.2
H -2.75822 0.29193 -5.20237 0.3 0.0 0.1
C -2.25790 1.88168 -2.91116 -0.4 0.1 -0.6
H -1.76206 2.69074 -3.47035 -0.2 -0.2 0.3
C 1.36067 -2.34963 -2.42997 0.1 0.1 -0.1
H -2.16590 2.10926 -1.83814 -0.1 -0.1 0.2
H -3.33024 1.91608 -3.15736 0.3 0.2 0.1
C -1.03015 -2.51624 -3.18129 0.1 0.1 -0.2
H 0.96448 -2.96331 -1.61047 0.0 -0.1 -0.1
H 1.85384 -3.03076 -3.14093 0.0 0.1 0.4
H 2.12428 -1.68399 -2.01456 0.0 -0.2 -0.4
C 0.22704 -1.63496 -3.18416 0.0 -0.5 0.2
H -0.71220 -3.54989 -3.37654 -0.2 0.2 0.1
H -1.74537 -2.23261 -3.96012 0.1 -0.1 0.2
H -1.53876 -2.48400 -2.21115 0.1 -0.3 -0.2
C 2.48961 0.45137 -3.71212 -0.1 -0.1 0.0
H 2.96378 0.30254 -2.72828 0.0 0.1 -0.6
H 3.12224 1.13319 -4.30152 -0.1 -0.3 0.2
H 2.43416 -0.50852 -4.24673 0.2 0.4 0.2
C 1.25808 2.53682 -3.00385 0.0 0.2 -0.2
H 0.30415 3.06926 -2.88242 0.3 -0.1 -0.1
H 1.86678 3.11080 -3.72266 -0.2 0.0 0.4
H 1.80124 2.54427 -2.04404 0.0 0.0 -0.2
H 0.07852 -1.53270 -0.35113 0.2 -0.8 1.1
H 0.04114 -1.49037 0.47664 0.3 -1.1 -1.3
C 0.25858 0.89711 4.54565 0.0 0.3 0.0
S 0.87274 -0.15851 3.21846 -0.9 0.2 1.6
C 0.18786 -1.73580 3.74356 0.4 -0.7 0.2
O -0.21959 0.28048 2.10234 0.5 -0.2 -3.3
H 0.99640 0.83884 5.34875 0.0 0.0 0.1
H -0.73390 0.55858 4.86706 0.3 -0.1 -0.1
H 0.19462 1.92588 4.17528 0.3 -0.2 0.0
H -0.10093 -1.66639 4.79835 0.1 0.0 -0.2
H -0.69136 -1.97629 3.13512 0.1 0.2 0.1
H 0.95812 -2.51170 3.62975 -0.2 0.2 0.0
```
Forces are in eV/Å.

* frontier orbital gap: 5.523 eV
* total charge: +4
* E_tot: -1636.5747 a.u.
* highest occupied orbital energy: -23.319 eV

=====

Entry 3:
C14H30As3IN2O4SSe4Ti | ωB97M-V with the def2-TZVPD basis set

XYZ file:
```
60
Properties=species:S:1:pos:R:3:forces:R:3
Ti 0.34533 0.57051 0.36679 -0.5 1.1 -1.9
Se -1.27361 2.74387 0.63077 0.0 0.6 0.0
Se -0.01187 3.82930 2.18948 -0.1 0.3 0.1
Se 2.13761 4.13734 1.60740 0.0 -0.1 0.0
Se 0.96247 1.40142 -1.85194 0.1 -0.1 0.0
C -3.80767 -1.60847 -3.12363 -0.2 0.0 0.0
As -2.22684 -0.78406 -2.27388 0.0 0.1 0.1
C -2.74868 1.04330 -2.72971 0.0 0.1 0.0
C -0.97760 -0.98491 -3.77291 0.2 0.0 -0.2
C -0.07597 -2.23069 -3.77709 -0.2 -0.1 0.2
C 0.71557 -2.18107 -5.08915 0.0 -0.1 -0.1
C 0.95307 -2.23935 -2.63306 0.1 0.1 -0.3
As 0.63754 -1.88276 -0.71824 0.1 -0.4 -0.2
C -0.42060 -3.45685 -0.23735 -0.1 0.0 0.1
C 2.38259 -2.63697 -0.24820 0.1 0.0 0.2
C -0.99484 -3.46972 -3.70293 0.1 0.1 0.1
As -0.48646 -5.34165 -4.05765 -0.1 -0.1 0.0
C 1.42967 -5.51920 -3.68785 0.1 0.0 0.1
C -0.32783 -5.27215 -6.01640 0.0 0.0 -0.1
H -3.83239 -1.39985 -4.19686 0.0 0.0 0.0
H -4.69366 -1.17229 -2.65781 0.0 0.0 0.0
H -3.83107 -2.68583 -2.95861 0.0 0.0 0.0
H -3.01228 1.10713 -3.78859 0.0 0.0 0.0
H -1.90256 1.69789 -2.51714 0.0 0.0 0.0
H -3.59808 1.34559 -2.11726 0.0 0.0 0.0
H -0.34700 -0.09299 -3.73028 0.0 0.0 0.0
H -1.55928 -0.95830 -4.70369 0.0 0.0 0.0
H 1.23272 -1.22158 -5.15437 0.0 0.0 0.0
H 0.05069 -2.27316 -5.95467 0.0 0.0 0.0
H 1.46806 -2.97104 -5.14545 0.0 0.0 0.0
H 1.70304 -1.47390 -2.85474 0.0 0.0 0.0
H 1.45192 -3.20892 -2.63988 0.1 0.0 0.0
H -0.15286 -4.31088 -0.86320 0.0 0.0 0.0
H -1.48208 -3.23052 -0.33188 0.0 0.0 0.0
H -0.20814 -3.66768 0.80884 0.0 0.0 0.0
H 2.44952 -3.68372 -0.55255 0.0 0.0 0.0
H 2.49516 -2.56254 0.83260 0.0 0.0 0.0
H 3.16929 -2.06016 -0.73616 0.0 0.0 0.0
H -1.83385 -3.33290 -4.39579 0.0 0.0 0.0
H -1.43682 -3.49845 -2.70398 0.0 0.0 0.0
H 1.60011 -5.54263 -2.61208 0.0 0.0 0.0
H 2.03020 -4.72551 -4.12597 0.0 0.0 0.0
H 1.73884 -6.47801 -4.10796 0.0 0.0 0.0
H -1.22971 -4.81419 -6.42459 0.0 0.0 0.0
H -0.24619 -6.28591 -6.40968 0.0 0.0 0.0
H 0.53667 -4.69104 -6.33499 0.0 0.0 0.0
O 0.13044 0.69407 2.47266 0.1 -0.4 0.2
S -0.65362 -0.59236 2.34762 -0.1 -0.7 0.8
O 0.35709 -1.65459 2.11109 -0.3 0.0 0.3
O -1.36529 -0.36961 1.02378 -0.1 -0.4 0.4
O -1.54680 -0.86333 3.44429 0.0 0.1 -0.1
I 5.84028 -0.10090 3.24805 0.1 0.0 0.0
C 4.39051 0.32807 1.85230 -0.2 0.0 -0.2
C 4.57652 0.91862 0.61281 0.1 -0.1 0.2
N 3.37351 0.97832 0.04844 -0.1 0.3 -0.3
N 2.41740 0.49880 0.83714 0.7 -0.2 0.7
C 3.01285 0.08511 1.95336 0.2 0.1 0.0
H 5.45847 1.28614 0.11769 0.0 0.0 0.0
H 3.00935 1.41338 -0.82674 0.0 -0.2 0.1
H 2.43474 -0.34350 2.75430 0.0 0.0 0.0
```
Forces are in eV/Å.

* relative energy (zero: lowest compared OMol25 entry of this formula, charge and spin): 0.0 kJ/mol
* frontier orbital gap (alpha / beta): 4.553 / 4.580 eV
* total charge: -2
* E_tot: -18820.4731 a.u.
* spin multiplicity: 3
* highest occupied orbital energy (alpha / beta): -0.993 / -1.021 eV

=====

Which of these has the highest E_tot?
C14H29O4PSZr

=====

Among the records above, which one has the lowest total charge?
C14H30As3IN2O4SSe4Ti